{"formula": "C5H11NO", "method": "wB97M-V/def2-TZVPD", "species": ["O", "N", "C", "C", "C", "C", "C", "H", "H", "H", "H", "H", "H", "H", "H", "H", "H", "H"], "xyz": [[1.03, 0.76, 0.80], [2.45, 0.77, 0.69], [-1.42, 1.38, -1.61], [0.47, -1.58, -0.46], [-0.72, 0.66, -0.75], [-0.26, -0.39, 0.12], [-1.23, -0.76, 1.24], [1.10, -2.04, 0.31], [-1.90, -1.56, 0.91], [-1.85, 0.09, 1.53], [1.10, -1.27, -1.30], [-1.20, 2.43, -1.79], [-2.22, 0.95, -2.20], [-0.23, -2.34, -0.82], [-0.70, -1.13, 2.13], [0.06, 1.43, -0.26], [2.74, 1.38, -0.08], [2.79, 1.24, 1.53]], "nbo_charge": [-0.55, -0.53, -0.37, -0.65, -0.32, 0.31, -0.64, 0.23, 0.23, 0.23, 0.23, 0.20, 0.18, 0.22, 0.23, 0.33, 0.33, 0.34], "homo_energy_ev": -8.5, "e_lumo_ev": 0.897, "total_energy_ev": -8895.436, "orbital_gap_ev": 9.366}

{"formula": "C5H11NO", "method": "wB97M-V/def2-TZVPD", "species": ["O", "N", "C", "C", "C", "C", "C", "H", "H", "H", "H", "H", "H", "H", "H", "H", "H", "H"], "xyz": [[-0.18, -2.73, 0.49], [-0.65, 0.00, -0.31], [-0.82, -0.62, 0.99], [0.41, -1.66, 1.19], [1.26, 1.18, -1.41], [0.26, 1.11, -0.29], [-1.19, 1.34, -0.48], [1.70, 2.18, -1.49], [-1.81, -1.13, 0.91], [2.06, 0.45, -1.24], [-1.76, 1.77, 0.35], [0.64, 1.33, 0.71], [-1.58, 1.59, -1.47], [-0.92, 0.08, 1.83], [0.69, -2.00, 2.21], [0.77, 0.93, -2.36], [1.43, -1.51, 0.74], [-0.30, -2.31, -0.37]], "nbo_charge": [-0.72, -0.43, -0.25, -0.09, -0.61, -0.08, -0.26, 0.21, 0.22, 0.21, 0.20, 0.19, 0.20, 0.17, 0.19, 0.22, 0.17, 0.47], "smiles": "C[C@H]1CN1CCO", "homo_energy_ev": -9.4, "e_lumo_ev": 1.150, "total_energy_ev": -8898.812, "orbital_gap_ev": 10.506}

{"formula": "C5H11NO", "method": "wB97M-V/def2-TZVPD", "species": ["O", "N", "C", "C", "C", "C", "C", "H", "H", "H", "H", "H", "H", "H", "H", "H", "H", "H"], "xyz": [[-0.44, 2.32, -1.44], [0.60, -0.28, -0.07], [-0.60, -2.24, -1.08], [-0.23, -0.79, -0.89], [1.35, -1.13, 0.83], [0.03, 2.35, -0.32], [-0.78, 2.29, 0.95], [-0.92, -2.68, -0.13], [2.41, -0.83, 0.79], [1.28, -2.20, 0.63], [-1.81, 2.00, 0.72], [-0.74, -0.06, -1.53], [1.12, 2.49, -0.18], [1.00, -0.94, 1.85], [-0.78, 3.28, 1.44], [-1.42, -2.35, -1.80], [0.26, -2.82, -1.45], [-0.33, 1.59, 1.67]], "nbo_charge": [-0.56, -0.43, -0.71, 0.14, -0.45, 0.47, -0.72, 0.23, 0.21, 0.18, 0.23, 0.20, 0.11, 0.20, 0.23, 0.23, 0.23, 0.23], "smiles": "C/C=N\\C.CC=O", "homo_energy_ev": -9.4, "e_lumo_ev": 0.915, "total_energy_ev": -8899.876, "orbital_gap_ev": 10.325}

{"formula": "C5H11NO", "method": "wB97M-V/def2-TZVPD", "species": ["O", "N", "C", "C", "C", "C", "C", "H", "H", "H", "H", "H", "H", "H", "H", "H", "H", "H"], "xyz": [[1.86, 0.55, 0.16], [0.19, -0.73, 0.95], [-0.69, 0.36, 1.28], [3.09, -0.12, -0.52], [1.41, -0.66, 0.48], [-2.36, -0.22, -0.55], [-1.49, 0.86, 0.08], [-2.95, 0.18, -1.38], [-1.74, -1.04, -0.94], [-0.06, 1.16, 1.67], [-0.78, 1.26, -0.66], [-0.09, -1.69, 1.09], [-2.11, 1.71, 0.41], [3.89, 0.25, 0.10], [3.25, -1.22, -0.65], [-1.35, 0.02, 2.08], [3.02, 0.31, -1.50], [-3.06, -0.64, 0.18]], "nbo_charge": [-0.55, -0.61, -0.24, -0.26, 0.24, -0.61, -0.40, 0.21, 0.21, 0.21, 0.21, 0.40, 0.20, 0.19, 0.23, 0.20, 0.18, 0.20], "homo_energy_ev": -7.6, "e_lumo_ev": 1.071, "total_energy_ev": -8897.830, "orbital_gap_ev": 8.634}

{"formula": "C5H11NO", "method": "wB97M-V/def2-TZVPD", "species": ["O", "N", "C", "C", "C", "C", "C", "H", "H", "H", "H", "H", "H", "H", "H", "H", "H", "H"], "xyz": [[0.13, 1.17, 2.18], [3.09, -0.22, -0.54], [-0.67, -0.63, -0.60], [1.76, -0.57, -0.31], [-1.82, 0.06, -0.60], [0.60, 0.06, -0.62], [-3.24, -0.28, -0.22], [3.42, 0.72, -0.69], [-3.96, 0.30, -0.79], [-0.63, -1.71, -0.44], [1.07, 1.04, 2.01], [3.58, -0.76, 0.16], [-1.69, 1.12, -0.85], [-3.36, -0.14, 0.87], [1.62, -1.51, 0.22], [-3.43, -1.36, -0.32], [0.64, 1.14, -0.68], [0.05, 1.69, 1.37]], "nbo_charge": [-0.91, -0.80, -0.21, 0.01, -0.17, -0.33, -0.65, 0.39, 0.22, 0.20, 0.46, 0.38, 0.17, 0.23, 0.18, 0.21, 0.18, 0.46], "smiles": "C/C=C/C=C/N.O", "homo_energy_ev": -7.4, "e_lumo_ev": 0.787, "total_energy_ev": -8899.157, "orbital_gap_ev": 8.189}

{"formula": "C5H11NO", "method": "wB97M-V/def2-TZVPD", "species": ["O", "N", "C", "C", "C", "C", "C", "H", "H", "H", "H", "H", "H", "H", "H", "H", "H", "H"], "xyz": [[0.60, -1.47, -0.93], [0.18, 1.33, 0.67], [-0.74, 0.50, -0.10], [-0.32, -2.06, -1.82], [-0.06, 1.52, 2.08], [1.35, 0.56, 0.21], [0.47, -0.07, -0.88], [-1.49, 1.06, -0.67], [1.70, -0.22, 0.91], [0.84, 1.93, 2.55], [-1.36, -1.87, -1.51], [-0.18, -1.69, -2.85], [2.19, 1.17, -0.11], [0.60, 0.37, -1.88], [-0.86, 2.24, 2.23], [-1.23, -0.29, 0.49], [-0.32, 0.58, 2.61], [-0.13, -3.13, -1.80]], "nbo_charge": [-0.52, -0.43, -0.25, -0.25, -0.41, -0.23, 0.09, 0.19, 0.18, 0.20, 0.17, 0.16, 0.19, 0.17, 0.20, 0.17, 0.16, 0.20], "smiles": "COC1CN(C)C1", "homo_energy_ev": -8.5, "e_lumo_ev": 1.105, "total_energy_ev": -8899.323, "orbital_gap_ev": 9.648}

{"formula": "C5H11NO", "method": "wB97M-V/def2-TZVPD", "species": ["O", "N", "C", "C", "C", "C", "C", "H", "H", "H", "H", "H", "H", "H", "H", "H", "H", "H"], "xyz": [[0.40, 0.34, 1.49], [-0.16, 0.29, 0.36], [0.49, -0.59, -0.64], [-1.22, 0.95, 0.04], [-1.91, 1.84, 1.00], [0.40, -2.02, -0.12], [1.93, -0.14, -0.81], [2.42, -0.12, 0.16], [1.98, 0.86, -1.25], [-1.62, 0.83, -0.96], [-2.06, 2.83, 0.58], [-1.31, 1.91, 1.90], [0.85, -2.06, 0.87], [2.47, -0.83, -1.46], [0.93, -2.70, -0.78], [-0.06, -0.50, -1.58], [-2.89, 1.44, 1.27], [-0.64, -2.34, -0.05]], "nbo_charge": [-0.57, 0.11, -0.06, 0.01, -0.67, -0.62, -0.62, 0.24, 0.21, 0.19, 0.22, 0.26, 0.24, 0.21, 0.21, 0.20, 0.23, 0.21], "smiles": "C/C=[N+](\\[O-])C(C)C", "homo_energy_ev": -8.4, "e_lumo_ev": 0.941, "total_energy_ev": -8899.202, "orbital_gap_ev": 9.362}

{"formula": "C5H11NO", "method": "wB97M-V/def2-TZVPD", "species": ["O", "N", "C", "C", "C", "C", "C", "H", "H", "H", "H", "H", "H", "H", "H", "H", "H", "H"], "xyz": [[2.76, -0.26, -0.03], [0.97, -1.61, 0.42], [0.02, -0.87, -0.31], [0.55, 2.43, 0.93], [-2.26, -0.32, -1.13], [2.28, -1.23, 0.52], [-1.28, -1.14, -0.35], [0.66, -2.42, 0.94], [2.87, -1.92, 1.15], [-3.06, 0.06, -0.47], [-1.77, 0.54, -1.59], [0.47, -0.04, -0.84], [-2.75, -0.90, -1.92], [0.45, 3.27, 0.24], [-1.67, -2.00, 0.20], [1.41, 1.82, 0.65], [-0.36, 1.82, 0.90], [0.68, 2.82, 1.94]], "nbo_charge": [-0.60, -0.61, -0.03, -0.86, -0.63, 0.53, -0.23, 0.40, 0.11, 0.21, 0.22, 0.23, 0.22, 0.21, 0.19, 0.23, 0.21, 0.21], "smiles": "C/C=C/NC=O.C", "homo_energy_ev": -8.7, "e_lumo_ev": 0.855, "total_energy_ev": -8900.705, "orbital_gap_ev": 9.593}

{"formula": "C5H11NO", "method": "wB97M-V/def2-TZVPD", "species": ["O", "N", "C", "C", "C", "C", "C", "H", "H", "H", "H", "H", "H", "H", "H", "H", "H", "H"], "xyz": [[1.75, 0.51, -1.13], [-0.37, 0.41, -0.39], [-0.07, 1.44, 0.62], [0.65, -1.59, -1.47], [-1.64, -0.29, -0.26], [0.71, -0.13, -1.04], [0.72, 0.83, 1.78], [1.58, 0.36, 1.31], [1.68, -1.92, -1.66], [1.05, 1.55, 2.54], [0.05, -1.78, -2.37], [0.13, 0.06, 2.30], [0.49, 2.25, 0.13], [-2.46, 0.44, -0.34], [-1.73, -0.82, 0.70], [-1.76, -1.01, -1.07], [-1.02, 1.86, 0.99], [0.25, -2.19, -0.64]], "nbo_charge": [-0.63, -0.45, -0.21, -0.72, -0.41, 0.69, -0.63, 0.23, 0.25, 0.22, 0.23, 0.20, 0.23, 0.20, 0.19, 0.21, 0.19, 0.22], "smiles": "CCN(C)C(C)=O", "homo_energy_ev": -9.1, "e_lumo_ev": 0.927, "total_energy_ev": -8901.155, "orbital_gap_ev": 10.069}

{"formula": "C5H11NO", "method": "wB97M-V/def2-TZVPD", "species": ["O", "N", "C", "C", "C", "C", "C", "H", "H", "H", "H", "H", "H", "H", "H", "H", "H", "H"], "xyz": [[0.96, 0.38, 2.09], [0.11, 0.99, 0.08], [-0.15, -1.44, -1.87], [1.19, 0.37, -0.66], [-1.17, 1.48, 2.11], [0.98, -1.13, -0.89], [0.06, 0.90, 1.44], [1.30, 0.89, -1.62], [0.79, -1.59, 0.09], [-0.86, 2.26, 2.80], [-0.30, -2.51, -1.97], [1.92, -1.57, -1.26], [2.11, 0.53, -0.08], [0.08, -1.03, -2.86], [-1.09, -1.00, -1.53], [-1.90, 1.90, 1.41], [-1.65, 0.69, 2.69], [-0.68, 1.37, -0.42]], "nbo_charge": [-0.63, -0.62, -0.61, -0.22, -0.71, -0.41, 0.67, 0.19, 0.22, 0.24, 0.22, 0.20, 0.23, 0.20, 0.20, 0.20, 0.24, 0.39], "smiles": "CCCNC(C)=O", "homo_energy_ev": -9.6, "e_lumo_ev": 0.880, "total_energy_ev": -8901.666, "orbital_gap_ev": 10.461}